DFT (wB97M-V/def2-TZVPD) results for a cluster of 2 separate species, C7H14IN2 in total at a distorted geometry.

Structure (ORCA input):
```
! wB97M-V def2-TZVPD RIJCOSX def2/J DEFGRID3
* xyz 1 1
C 0.641 -1.948 -0.112
C 1.278 0.420 -0.195
C 0.682 -2.485 1.289
C 0.499 -2.880 -1.254
C -1.887 2.105 -1.279
C -1.224 2.142 1.160
C -1.564 1.363 -0.016
N 1.224 -0.787 -0.216
N 2.200 1.310 0.018
I -1.975 -0.639 -0.016
H 1.614 -3.001 1.515
H 0.786 -1.805 2.088
H -0.113 -3.132 1.554
H -0.304 -3.531 -0.989
H 0.423 -2.620 -2.296
H 1.261 -3.614 -1.372
H -2.123 3.101 -1.144
H -1.285 1.889 -2.145
H -2.842 1.760 -1.669
H -0.829 1.544 1.958
H -0.634 2.971 1.102
H -2.149 2.309 1.686
H 2.161 2.330 0.042
H 3.132 0.919 0.001
*
```

The highest occupied orbital energy (alpha / beta) is -11.23 / -11.67 eV. The calculation puts the HOMO-LUMO gap (alpha / beta) at 6.060 / 7.179 eV. The calculation puts the largest force on an atom at 3.913 eV Å⁻¹. For the LUMO energy (alpha / beta), the calculation gives -5.17 / -4.49 eV. The calculated total energy is -18556.0361 eV.

Formally, the Löwdin partial charges of the atoms, in units of the elementary charge, are as follows:
1 C -0.482
2 C -0.195
3 C -0.062
4 C -0.054
5 C -0.137
6 C -0.146
7 C -0.693
8 N 0.090
9 N 0.135
10 I 1.310
11 H 0.102
12 H 0.070
13 H 0.070
14 H 0.075
15 H 0.092
16 H 0.087
17 H 0.066
18 H 0.094
19 H 0.078
20 H 0.080
21 H 0.067
22 H 0.109
23 H 0.125
24 H 0.120